[1]
# C23H48B2Cl28F3NO3P

15 unconnected molecules or ions with the total composition C23H48B2Cl28F3NO3P in a non-equilibrium geometry (ωB97M-V with the def2-TZVPD basis set, OMol25).

Geometry as XYZ:
```
109
Properties=species:S:1:pos:R:3:forces:R:3
C 0.201 -5.317 -1.846 0.21 -0.17 -0.38
O 1.411 -6.014 -1.592 -0.11 0.40 0.11
C 2.399 -5.062 -1.196 0.32 -0.22 -0.28
C 3.173 -4.475 -2.380 0.00 0.12 0.49
C 4.220 -3.494 -1.825 -0.74 -0.04 0.89
C 3.522 -2.245 -1.198 -0.04 -0.06 -0.70
B 4.133 -0.801 -1.720 0.84 -0.41 -0.12
C 5.788 -0.677 -1.675 -0.35 0.38 0.37
C 6.426 0.121 -0.510 1.55 0.46 0.02
C 6.479 -0.665 0.751 -0.31 1.71 0.10
F 7.658 -1.286 1.008 -0.03 -1.82 -0.87
C 5.490 -0.817 1.646 1.66 -0.49 -1.51
F 4.965 0.168 2.309 -1.97 0.64 0.06
F 5.040 -2.010 1.937 -0.06 -0.77 1.99
P 3.167 0.602 -0.812 -1.04 -0.49 -0.74
O 1.661 0.436 -0.795 -0.11 0.21 0.35
B 3.684 -0.678 -3.375 -0.46 0.60 0.12
N 4.310 -1.464 -4.454 -0.08 0.23 0.31
O 2.651 0.223 -3.794 0.56 -0.35 -0.35
H 0.425 -4.355 -2.318 -0.23 -0.01 -0.05
H -0.362 -5.113 -0.931 0.05 -0.15 0.04
H -0.392 -5.912 -2.543 -0.09 0.01 0.11
H 1.917 -4.265 -0.624 0.15 -0.02 0.13
H 3.131 -5.571 -0.563 -0.20 -0.09 0.12
H 2.470 -3.936 -3.025 0.13 -0.11 -0.21
H 3.630 -5.311 -2.915 -0.04 0.09 -0.17
H 4.979 -3.238 -2.561 -0.02 -0.02 -0.03
H 4.699 -4.023 -0.991 0.44 0.01 -0.27
H 2.478 -2.275 -1.542 -0.03 0.07 0.27
H 3.477 -2.366 -0.110 0.06 0.09 -0.02
H 6.119 -0.194 -2.605 0.22 0.08 0.16
H 6.291 -1.653 -1.679 -0.19 -0.06 -0.05
H 6.013 1.123 -0.360 -0.34 -0.12 -0.03
H 7.482 0.290 -0.772 -0.07 0.25 0.06
H 3.563 0.832 0.540 0.34 0.43 -0.24
H 3.456 1.822 -1.516 0.40 0.08 0.57
H 3.745 -2.267 -4.712 0.11 0.15 -0.40
H 5.248 -1.759 -4.211 -0.23 -0.42 0.12
H 3.100 1.079 -3.851 -0.45 -0.06 0.05
C 6.912 -4.737 -5.188 -0.04 0.05 -0.08
Cl 6.632 -5.686 -3.723 -0.01 -0.09 -0.02
Cl 7.606 -3.157 -4.811 -0.06 -0.03 -0.29
H 7.601 -5.279 -5.826 0.05 0.02 0.08
H 5.966 -4.591 -5.697 -0.03 0.04 0.11
C 1.227 3.351 1.149 0.07 -0.34 -0.26
Cl -0.251 4.308 1.375 -0.10 -0.03 0.16
Cl 2.504 4.331 0.417 0.04 -0.03 0.04
H 1.566 2.993 2.114 -0.02 0.15 0.04
H 1.007 2.507 0.494 0.04 0.05 -0.08
C -3.267 -3.506 -1.195 0.18 -0.20 0.10
Cl -1.758 -2.721 -0.729 -0.10 0.21 0.02
Cl -3.400 -3.681 -2.955 -0.07 -0.04 -0.03
H -3.290 -4.494 -0.741 0.11 0.48 -0.36
H -4.098 -2.910 -0.842 0.03 0.09 -0.11
C -3.552 -6.201 2.141 -0.01 0.05 0.12
Cl -2.061 -5.375 2.601 -0.03 -0.01 0.03
Cl -3.688 -6.365 0.384 -0.19 -0.53 0.30
H -3.555 -7.191 2.582 0.07 -0.01 -0.08
H -4.397 -5.626 2.503 0.04 0.06 -0.07
C -3.370 0.656 -0.011 0.40 0.14 -0.06
Cl -4.402 -0.715 0.423 -0.28 0.15 0.10
Cl -2.013 0.817 1.105 0.06 0.05 0.10
H -2.977 0.498 -1.012 0.03 -0.10 0.48
H -3.962 1.565 0.024 -0.04 -0.06 0.05
C -2.659 1.349 -3.988 0.36 0.08 -0.02
Cl -1.083 1.063 -3.249 -0.02 0.03 0.00
Cl -3.946 0.512 -3.098 -0.39 -0.04 -0.57
H -2.867 2.414 -3.977 -0.05 -0.03 0.09
H -2.647 0.980 -5.007 -0.03 -0.10 0.06
C -4.324 1.065 4.075 0.05 0.05 -0.08
Cl -5.470 2.376 4.389 0.03 0.04 -0.01
Cl -4.928 -0.481 4.690 0.06 -0.07 -0.01
H -4.173 0.979 3.005 -0.08 -0.07 0.02
H -3.385 1.295 4.565 -0.06 -0.02 0.07
C -2.530 6.270 -0.562 0.10 -0.10 0.07
Cl -2.539 6.972 -2.188 0.03 0.08 0.02
Cl -4.089 5.531 -0.173 0.01 -0.04 0.06
H -1.760 5.510 -0.511 -0.07 -0.04 -0.13
H -2.326 7.055 0.156 -0.10 0.04 -0.05
C -6.767 -2.077 7.900 0.06 0.07 -0.07
Cl -6.767 -3.829 7.663 0.06 0.00 -0.04
Cl -8.113 -1.562 8.926 0.02 0.06 0.00
H -5.836 -1.788 8.373 -0.04 -0.06 0.07
H -6.859 -1.594 6.934 -0.08 -0.04 0.01
C 10.567 -2.900 -1.648 -0.12 -0.07 0.18
Cl 11.269 -2.154 -3.094 0.09 0.01 -0.01
Cl 8.814 -3.028 -1.765 0.15 -0.02 0.24
H 10.984 -3.895 -1.535 -0.01 0.01 -0.11
H 10.816 -2.291 -0.787 -0.03 0.08 -0.07
C -4.085 9.965 -0.066 -0.03 0.07 -0.12
Cl -2.428 9.757 0.508 0.02 0.10 -0.03
Cl -5.238 9.079 0.941 -0.06 0.01 -0.02
H -4.334 11.020 -0.037 0.02 -0.02 0.11
H -4.154 9.593 -1.083 0.05 -0.13 0.07
C -2.658 -10.120 -1.239 0.13 -0.01 -0.04
Cl -1.825 -8.631 -1.687 0.06 -0.08 -0.02
Cl -4.372 -9.843 -0.894 -0.04 -0.09 0.02
H -2.580 -10.823 -2.060 -0.07 0.06 -0.03
H -2.187 -10.529 -0.352 -0.05 0.08 0.04
C -8.563 10.222 2.974 0.09 -0.03 -0.08
Cl -8.608 10.646 4.691 -0.01 -0.08 0.00
Cl -9.669 11.227 2.029 0.02 -0.03 -0.06
H -7.554 10.369 2.605 -0.03 0.08 0.04
H -8.852 9.183 2.863 -0.09 0.04 0.06
C -6.385 12.606 6.793 -0.09 -0.01 -0.01
Cl -5.686 10.985 6.814 -0.02 0.00 0.03
Cl -5.138 13.860 6.846 -0.04 0.05 0.00
H -6.960 12.725 5.881 0.10 -0.02 -0.04
H -7.029 12.719 7.658 0.10 -0.01 0.04
```
Forces are in eV/Å.

Frontier orbital gap = 6.20 eV
Charge = -1



[2]
# C23H48MnNOP3Se

A molecular structure, C23H48MnNOP3Se in a non-equilibrium geometry (ωB97M-V with the def2-TZVPD basis set, OMol25).

Geometry as XYZ:
```
78
Properties=species:S:1:pos:R:3:forces:R:3
Mn -0.766 -0.068 -1.574 3.79 -0.02 3.21
P -2.738 -0.183 -0.799 -3.01 -0.12 1.82
P 0.154 -2.283 -0.571 -0.84 -3.08 0.21
P -0.054 2.295 -0.544 -1.02 2.20 0.02
H 2.786 -0.848 -1.463 0.53 0.47 0.27
C 2.741 0.102 -0.918 -1.40 -0.21 2.16
C 2.534 0.098 0.443 -0.01 0.13 -2.81
H 2.520 -0.841 0.982 0.24 0.15 0.10
C -3.556 -0.249 -2.429 0.48 0.05 -0.03
C -3.448 -1.565 0.107 -0.03 -0.30 0.08
C -3.531 1.190 0.054 -0.01 0.25 0.03
C 1.765 -3.211 -0.461 0.68 0.81 -0.28
C -0.513 -3.056 1.005 -0.41 0.92 0.53
C -0.697 -3.384 -1.808 0.10 0.55 0.03
C 1.541 3.249 -0.498 0.57 -0.75 -0.19
C -0.739 2.973 1.039 -0.10 -0.83 0.18
C -0.954 3.365 -1.766 0.14 -0.51 -0.04
H 2.602 1.005 -1.518 0.49 -0.33 0.26
H 2.286 1.015 0.976 0.35 -0.30 0.04
H -4.610 -0.378 -2.183 -0.11 -0.01 -0.36
H -3.170 -1.087 -3.019 -0.31 0.04 0.01
H -3.376 0.683 -2.975 -0.25 -0.12 0.02
H -4.524 -1.465 -0.071 0.04 -0.22 0.18
H -3.239 -1.447 1.177 -0.05 -0.02 -0.25
H -3.110 -2.546 -0.241 -0.17 0.24 0.09
H -4.603 0.992 -0.062 0.05 0.22 0.14
H -3.289 2.168 -0.373 -0.16 -0.27 0.09
H -3.256 1.161 1.115 -0.07 -0.02 -0.24
H 1.612 -4.261 -0.759 -0.20 0.54 0.08
H 2.125 -3.207 0.581 -0.13 0.18 -0.44
H 2.532 -2.770 -1.105 -0.05 -0.32 0.16
H -0.695 -4.135 0.855 0.22 0.47 -0.36
H -1.442 -2.577 1.334 0.39 -0.19 -0.03
H 0.230 -2.942 1.809 -0.26 0.12 -0.33
H -0.310 -4.410 -1.688 -0.38 0.43 -0.13
H -0.451 -2.991 -2.805 -0.19 -0.46 0.10
H -1.787 -3.357 -1.658 0.38 -0.14 -0.18
H 1.341 4.315 -0.695 -0.20 -0.51 0.08
H 2.248 2.884 -1.251 -0.08 0.30 0.20
H 2.001 3.162 0.497 -0.13 -0.05 -0.35
H -0.654 4.070 1.059 0.10 -0.34 -0.31
H -0.165 2.548 1.872 -0.21 0.10 -0.17
H -1.787 2.689 1.171 0.36 0.13 0.05
H -0.630 4.408 -1.624 -0.26 -0.38 -0.14
H -2.039 3.282 -1.619 0.29 0.11 -0.15
H -0.695 3.012 -2.777 -0.17 0.44 0.21
C 1.177 0.192 -4.846 -0.79 -0.16 0.50
C 2.513 -0.073 -4.509 0.84 -0.01 -0.01
C 3.467 -0.120 -5.532 -0.57 -0.07 1.33
C 3.078 0.100 -6.862 -0.09 0.05 -0.06
C 1.740 0.365 -7.187 -0.46 0.01 0.39
C 0.780 0.415 -6.182 0.15 0.15 -0.87
Se -0.287 0.316 -3.636 1.76 0.66 -3.86
H 0.382 -1.130 -1.955 0.28 0.04 0.09
H 2.773 -0.235 -3.457 0.08 0.07 -0.66
H 4.503 -0.324 -5.267 -0.22 0.03 -0.20
H 3.827 0.067 -7.648 -0.11 0.02 0.08
H 1.474 0.531 -8.224 -0.11 -0.01 0.11
H -0.274 0.622 -6.381 0.42 -0.05 -0.20
O -0.817 -0.001 2.181 0.15 -0.15 -0.92
C -0.446 -0.193 3.344 -0.71 0.05 1.20
C 0.971 -0.537 3.741 -0.28 -0.23 -0.46
C 1.659 0.559 4.548 0.41 0.33 0.41
C 1.335 0.496 6.053 0.33 0.14 -0.28
C -0.131 0.715 6.378 -0.12 0.09 0.19
C -1.068 -0.324 5.759 0.15 0.05 0.79
N -1.349 -0.099 4.355 0.80 -0.36 -0.97
H 0.922 -1.460 4.333 0.15 0.06 -0.06
H 1.511 -0.760 2.814 -0.11 0.09 0.23
H 2.748 0.474 4.417 -0.31 -0.05 0.05
H 1.385 1.549 4.150 0.01 -0.16 0.06
H 1.642 -0.486 6.434 0.05 0.07 -0.02
H 1.947 1.243 6.576 -0.16 -0.20 -0.11
H -0.264 0.676 7.465 0.04 -0.03 -0.17
H -0.437 1.719 6.070 -0.09 -0.03 -0.03
H -0.637 -1.322 5.923 -0.21 0.07 -0.08
H -2.018 -0.289 6.294 0.03 -0.08 -0.18
H -2.299 -0.092 4.032 -0.27 0.26 0.15
```
Forces are in eV/Å.

Multiplicity = 5
Frontier orbital gap (spin up / spin down) = 4.74 / 4.18 eV
Charge = +3
Energy relative to the best compared isomer or geometry (same formula, charge and spin) = 47.0 kcal per mole



> What is the charge in the second record?

+3